Density functional theory data (ωB97M-V with the def2-TZVPD basis set) for C35H43N2O4ScSiTe as an isolated structure.

Output
**Lowest unoccupied orbital energy (alpha / beta)**: -2.072 / -5.534 eV
**Multiplicity**: 2
**<S²>**: 0.757
**DFT total energy**: -3088.0223 Ha
**Charge**: +1
**Relative energy (zero: lowest compared OMol25 entry of this formula, charge and spin)**: 30.5 kcal per mole

Element x y z (Å)
H  -2.0585  2.3821  0.0250
N  -0.2671  -2.8514  -1.8373
C  0.2005  4.6245  -0.9523
H  -2.3058  1.1493  -3.5209
Si  -1.7852  -2.2669  -2.3729
H  3.6261  -5.6720  2.7982
H  6.5325  -4.1301  0.0581
C  2.8472  -4.7758  1.0194
H  2.7921  -6.2053  -1.5024
C  0.9511  -6.8848  -2.3923
Te  -0.0254  1.2523  1.7748
H  4.0109  2.4049  0.9227
H  1.1234  3.3847  3.4431
H  -3.9574  0.0435  2.9772
C  0.0726  -4.2037  -2.0296
H  3.0642  5.7325  -2.3672
H  -3.1243  -3.0087  -0.4897
H  -2.1911  3.9214  0.8731
H  -4.5819  2.0444  4.0108
C  -2.9721  -2.0346  -0.9614
C  3.8667  -5.1804  1.8663
H  -2.5691  -1.3688  -0.1921
H  -3.2757  -2.2539  -4.2927
C  2.0755  5.9575  -1.9722
C  5.1928  -4.9484  1.5217
H  -1.7402  5.1394  4.7605
C  -3.5911  2.4613  3.8783
H  0.4406  4.6869  2.4727
C  0.8467  0.2667  -3.6304
H  2.1535  6.8800  -1.3939
H  -3.2644  0.5539  1.4424
H  -4.0748  4.2979  6.3492
C  1.7914  -5.9430  -1.8203
H  1.2924  -7.8975  -2.5423
O  2.1499  -3.6828  -1.0108
C  2.0063  3.0104  0.4296
C  -2.5664  0.2842  -2.9126
C  -0.7645  -5.2004  -2.5513
H  -4.2678  5.4935  5.0754
C  4.4849  -3.9096  -0.5261
O  1.7222  -1.3788  1.3439
C  -3.0569  0.4362  2.5090
H  -2.2751  -0.3188  2.6191
C  0.1617  0.0842  -2.3439
C  -2.6640  -3.0287  -3.8278
H  -3.4968  -0.1380  -3.2933
H  1.8064  -4.9461  1.2663
H  4.6956  -3.4116  -1.4635
H  -3.9474  -1.6579  -1.2665
C  0.6255  2.8330  0.5596
H  2.8913  2.3182  2.2708
H  -1.0249  -7.2270  -3.1492
C  -0.2979  3.6295  -0.1276
H  -2.7193  0.6072  -1.8786
H  -0.4962  5.2458  -1.5022
N  0.1885  0.1669  -1.1782
C  -1.0325  3.5348  3.5548
C  2.4519  4.0233  -0.4073
H  -2.2972  3.8709  -0.8833
C  1.5689  4.8430  -1.1008
C  -4.2943  4.4256  5.2878
O  -1.5195  -0.6592  -3.0150
H  -1.9741  -3.3960  -4.5885
H  0.4373  1.1385  -4.1378
C  -1.9980  4.1976  4.2922
H  0.5302  4.8464  4.2237
C  -1.3830  2.3117  2.9683
C  0.3413  4.1453  3.4142
C  -1.7919  3.4398  -0.0211
H  0.6983  -0.6093  -4.2551
H  1.9040  0.4332  -3.4227
C  5.5017  -4.3127  0.3266
H  3.5176  4.1807  -0.5151
C  -2.6583  1.7534  3.1366
C  1.3374  -4.6560  -1.6358
C  2.9858  2.1584  1.1941
H  -3.3329  -3.8434  -3.5504
H  2.8606  1.0852  0.9832
C  -3.2828  3.6860  4.4609
O  2.8165  -1.0199  0.4396
C  3.1780  -4.1466  -0.1630
C  -0.3350  -6.5048  -2.7369
H  1.4002  6.1489  -2.8045
Sc  1.2161  -1.6793  -0.4962
H  -1.7802  -4.9601  -2.8070
H  -5.3023  4.0581  5.1069
H  5.9850  -5.2611  2.1858